*1*
ORCA calculation (ωB97M-V/def2-TZVPD) on the ion C6H14NO with charge -1.

Calculated values
SMILES string	CCCC[C@@H](N)C[O-]
orbital gap	5.9	eV
spin multiplicity	1
LUMO energy	3.652	eV
net charge	-1

Last column: Mulliken charge in e.
CARTESIAN COORDINATES (ANGSTROEM)
1 C -0.298 2.031 -0.825  -0.447
2 O -0.112 2.679 -2.001  -0.932
3 C 0.879 1.011 -0.593  0.161
4 C 0.650 -0.452 -0.604  -0.627
5 C -0.722 -1.090 -0.292  -1.022
6 C -1.104 -0.870 1.128  -0.292
7 C -0.611 -1.972 2.023  -1.247
8 N 1.986 1.281 -1.543  -0.771
9 H -0.283 2.719 0.036  0.130
10 H -1.262 1.520 -0.697  0.135
11 H 1.122 1.313 0.359  0.414
12 H 0.878 -0.866 -1.576  0.295
13 H 1.468 -0.964 0.036  0.105
14 H -0.749 -2.084 -0.547  0.510
15 H -1.408 -0.685 -1.045  0.454
16 H -2.201 -0.701 1.249  0.329
17 H -0.872 0.156 1.578  0.264
18 H 0.366 -2.297 1.768  0.321
19 H -0.696 -1.532 3.098  0.282
20 H -1.195 -2.810 2.106  0.372
21 H 2.491 2.044 -1.118  0.270
22 H 1.673 1.571 -2.540  0.296

*2*
ORCA calculation (ωB97M-V/def2-TZVPD) on the ion C6H14NO with charge -1.

Calculated values
SMILES string	CCN[C@H](C)CC[O-]
orbital gap	5.8	eV
spin multiplicity	1
LUMO energy	3.529	eV
net charge	-1

Last column: Mulliken charge in e.
CARTESIAN COORDINATES (ANGSTROEM)
1 C -0.907 1.684 -0.673  -0.177
2 N 0.285 0.931 -0.271  -0.362
3 C 0.030 -0.509 -0.033  0.385
4 C 1.327 -1.269 0.098  -0.914
5 C 1.162 -2.816 -0.170  -0.529
6 O 0.150 -3.499 0.363  -0.842
7 C -0.820 -0.773 1.204  -1.329
8 C -0.679 3.193 -0.588  -1.247
9 H -1.746 1.328 -0.075  0.240
10 H -1.089 1.410 -1.717  0.241
11 H 0.672 1.335 0.577  0.277
12 H -0.519 -0.860 -0.914  0.133
13 H 1.761 -1.163 1.104  0.373
14 H 2.112 -0.923 -0.571  0.299
15 H 2.175 -3.207 0.146  0.230
16 H 1.158 -2.854 -1.304  0.206
17 H -0.281 -0.612 2.141  0.282
18 H -1.720 -0.147 1.290  0.394
19 H -1.203 -1.796 1.155  0.326
20 H -0.766 3.482 0.453  0.316
21 H -1.417 3.649 -1.244  0.373
22 H 0.316 3.416 -0.970  0.322

*3*
ORCA calculation (ωB97M-V/def2-TZVPD) on the ion C6H14NO with charge -1.

Calculated values
SMILES string	CC(C)C[C@H](N)C[O-]
orbital gap	5.9	eV
spin multiplicity	1
LUMO energy	3.655	eV
net charge	-1

Last column: Mulliken charge in e.
CARTESIAN COORDINATES (ANGSTROEM)
1 C -2.097 -0.851 0.918  -0.754
2 O -2.985 -0.976 -0.055  -0.881
3 C -0.667 -1.155 0.165  0.276
4 C -0.219 0.188 -0.429  -1.403
5 C 1.114 0.712 0.087  1.154
6 C 2.068 0.762 -1.038  -1.688
7 C 0.985 1.898 0.959  -1.403
8 N -0.871 -2.178 -0.974  -0.882
9 H -2.274 -1.823 1.634  0.269
10 H -2.123 0.165 1.332  0.297
11 H 0.062 -1.500 0.897  0.409
12 H -1.071 0.854 -0.214  0.605
13 H -0.297 0.326 -1.596  0.249
14 H 1.615 -0.098 0.640  0.106
15 H 1.685 1.597 -1.751  0.284
16 H 2.128 -0.078 -1.771  0.363
17 H 3.107 0.810 -0.749  0.391
18 H 0.086 1.703 1.645  0.314
19 H 1.753 1.778 1.719  0.375
20 H 0.895 2.925 0.525  0.299
21 H -1.189 -3.136 -0.436  0.279
22 H -1.705 -1.922 -1.508  0.343

The structure with the least stability is *3*.

*1*
ORCA calculation (ωB97M-V/def2-TZVPD) on an isolated molecule of C10H12N2.

Calculated values
SMILES string	C[C@@H](C1C=CC=C1)n1ccnc1
orbital gap	9.5	eV
spin multiplicity	1
LUMO energy	0.772	eV
net charge	0

Last column: Mulliken charge in e.
CARTESIAN COORDINATES (ANGSTROEM)
1 C -3.459 -0.695 0.790  -0.626
2 C -2.377 0.084 0.929  -0.114
3 C -2.409 -0.865 -1.077  -0.028
4 C 2.967 -0.917 -0.170  -0.615
5 C 2.150 -2.078 -0.077  -0.571
6 C 2.211 0.185 0.071  -0.821
7 C 0.898 -1.750 0.308  -0.697
8 C 0.785 -0.210 0.357  0.777
9 C -0.145 1.856 -0.251  -1.403
10 C -0.299 0.380 -0.532  -0.252
11 N -3.502 -1.236 -0.496  -0.663
12 N -1.648 -0.091 -0.233  0.169
13 H -4.176 -0.855 1.483  0.530
14 H -2.246 0.617 1.828  0.374
15 H -2.308 -1.237 -2.089  0.374
16 H 3.972 -1.062 -0.381  0.496
17 H 2.411 -3.057 -0.250  0.533
18 H 2.747 1.154 0.190  0.248
19 H -0.035 -2.389 0.476  0.315
20 H 0.446 -0.060 1.463  0.299
21 H -0.648 1.960 0.624  0.446
22 H -0.589 2.356 -1.145  0.325
23 H 0.843 2.250 -0.122  0.373
24 H 0.059 0.197 -1.487  0.531

*2*
ORCA calculation (ωB97M-V/def2-TZVPD) on an isolated molecule of C10H12N2.

Calculated values
SMILES string	C[C@]12NN[C@H]1Cc1ccccc12
orbital gap	9.2	eV
spin multiplicity	1
LUMO energy	0.956	eV
net charge	0

Last column: Mulliken charge in e.
CARTESIAN COORDINATES (ANGSTROEM)
1 C -0.098 0.314 3.185  -0.651
2 C 0.727 1.237 2.573  -0.327
3 C -0.730 -0.650 2.375  -0.506
4 C 0.827 1.393 1.203  -0.692
5 C -0.519 -0.608 1.026  0.082
6 C 0.196 0.415 0.485  0.087
7 C -1.150 -1.576 0.001  -1.144
8 C -0.511 -1.090 -1.275  -0.428
9 C 0.308 0.181 -1.008  1.784
10 C 0.053 1.348 -2.041  -1.103
11 N 0.809 -1.819 -1.619  -0.541
12 N 1.585 -0.590 -1.221  -0.549
13 H -0.316 0.554 4.215  0.375
14 H 1.434 1.891 3.264  0.214
15 H -1.351 -1.419 2.826  0.414
16 H 1.259 2.268 0.788  0.441
17 H -0.929 -2.700 0.066  0.311
18 H -2.154 -1.340 -0.072  0.376
19 H -1.238 -1.207 -2.188  0.334
20 H 0.486 0.908 -3.025  0.367
21 H 0.356 2.436 -1.702  0.233
22 H -1.045 1.548 -2.379  0.284
23 H 0.952 -2.601 -0.884  0.334
24 H 2.200 -0.237 -1.858  0.303

The structure with the least stability is *2*.

*1*
ORCA calculation (ωB97M-V/def2-TZVPD) on an isolated molecule of C4H4FN3.

Calculated values
SMILES string	[H]/N=c1/nc(F)cc[nH]1
orbital gap	9.2	eV
spin multiplicity	1
LUMO energy	0.434	eV
net charge	0

Last column: Mulliken charge in e.
CARTESIAN COORDINATES (ANGSTROEM)
1 C 0.896 0.555 0.447  0.702
2 C 0.239 -0.079 1.540  -0.481
3 C -0.828 -0.840 1.227  -0.077
4 C -0.607 -0.136 -1.083  0.359
5 H 0.642 -0.121 2.563  0.339
6 H -1.223 -1.484 2.032  0.321
7 H -2.133 -1.337 -0.355  0.235
8 H -1.953 -0.549 -2.355  0.180
9 N -1.251 -0.905 -0.021  -0.165
10 N -1.092 -0.056 -2.289  -0.651
11 N 0.537 0.580 -0.757  -0.518
12 F 2.123 1.018 0.755  -0.244

*2*
ORCA calculation (ωB97M-V/def2-TZVPD) on an isolated molecule of C4H4FN3.

Calculated values
SMILES string	Nc1nccc(F)n1
orbital gap	9.5	eV
spin multiplicity	1
LUMO energy	0.467	eV
net charge	0

Last column: Mulliken charge in e.
CARTESIAN COORDINATES (ANGSTROEM)
1 C 1.001 0.243 -0.435  0.567
2 C 0.427 -1.174 1.245  -0.098
3 C -0.905 -0.806 0.974  -0.459
4 C -1.204 0.045 -0.139  0.465
5 H 2.881 0.705 -0.739  0.246
6 H 1.724 2.002 -1.138  0.288
7 H 1.011 -1.733 1.998  0.419
8 H -1.643 -1.130 1.684  0.377
9 N 2.019 0.903 -1.045  -0.450
10 N 1.457 -0.685 0.434  -0.560
11 N -0.229 0.670 -0.755  -0.561
12 F -2.513 0.454 -0.235  -0.234

The structure with the least stability is *2*.

*1*
ORCA calculation (ωB97M-V/def2-TZVPD) on a cluster of 2 separate species, C5H13NO in total.

Calculated values
orbital gap (alpha / beta)	10.2 / 8.2	eV
spin multiplicity	2
LUMO energy (alpha / beta)	-4.278 / -7.252	eV
⟨S²⟩	0.766
net charge	+1

Last column: Mulliken charge in e.
CARTESIAN COORDINATES (ANGSTROEM)
1 C 0.614 1.942 1.940  -1.064
2 C -0.444 1.433 1.066  -0.199
3 C -0.086 0.992 -0.200  -0.065
4 N -0.698 0.084 -0.973  -0.047
5 C 0.032 -1.114 -1.435  -0.268
6 C -0.562 -1.688 -2.740  -1.239
7 H 0.548 3.019 2.161  0.375
8 H 0.623 1.500 2.954  0.378
9 H 1.630 1.766 1.587  0.318
10 H -1.516 1.529 1.220  0.382
11 H 0.898 1.311 -0.557  0.337
12 H -1.665 -0.182 -0.797  0.325
13 H 0.106 -1.919 -0.669  0.189
14 H 1.032 -0.793 -1.713  0.389
15 H 0.154 -2.296 -3.279  0.370
16 H -0.954 -0.860 -3.348  0.343
17 H -1.403 -2.352 -2.489  0.349
18 H 1.136 -1.714 1.432  0.312
19 H 0.187 -0.598 1.682  0.406
20 O 0.890 -1.086 2.125  -0.593

*2*
ORCA calculation (ωB97M-V/def2-TZVPD) on the ion C5H13NO with charge +1.

Calculated values
orbital gap (alpha / beta)	12.4 / 7.1	eV
spin multiplicity	2
LUMO energy (alpha / beta)	-2.932 / -8.191	eV
⟨S²⟩	0.754
net charge	+1

Last column: Mulliken charge in e.
CARTESIAN COORDINATES (ANGSTROEM)
1 C -0.300 0.530 -0.267  -1.017
2 C -0.506 -0.331 -1.512  0.543
3 C -0.779 0.381 -2.815  -1.541
4 C 0.830 -1.149 -1.569  -1.300
5 N 0.123 -0.276 0.912  0.141
6 C 0.633 0.584 2.015  -0.280
7 O -0.097 0.250 3.139  -0.489
8 H -1.232 1.053 -0.008  0.441
9 H 0.478 1.251 -0.548  0.512
10 H -1.362 -0.986 -1.338  0.297
11 H -0.684 -0.198 -3.721  0.383
12 H -1.676 0.997 -2.759  0.393
13 H -0.083 1.233 -2.937  0.377
14 H 1.646 -0.448 -1.462  0.352
15 H 0.633 -2.032 -0.949  0.358
16 H 0.976 -1.623 -2.549  0.441
17 H -0.634 -0.812 1.359  0.355
18 H 1.722 0.473 2.121  0.376
19 H 0.457 1.619 1.736  0.295
20 H 0.444 -0.181 3.808  0.363

The structure with the least stability is *2*.

*1*
ORCA calculation (ωB97M-V/def2-TZVPD) on the ion C3H2NO2S with charge -1.

Calculated values
orbital gap	7.4	eV
spin multiplicity	1
LUMO energy	3.292	eV
net charge	-1

Last column: Mulliken charge in e.
CARTESIAN COORDINATES (ANGSTROEM)
1 C -1.151 0.634 0.714  -0.117
2 C -2.205 -1.490 1.082  0.630
3 C 0.708 -0.498 -0.450  -0.374
4 N -2.188 -0.003 0.677  -0.358
5 O -1.576 -2.195 0.306  -0.611
6 O -2.854 -1.687 2.091  -0.676
7 S 0.503 -0.165 1.138  -0.086
8 H -1.007 1.650 0.366  0.429
9 H 1.546 -1.210 -0.560  0.162

*2*
ORCA calculation (ωB97M-V/def2-TZVPD) on the ion C3H2NO2S with charge -1.

Calculated values
orbital gap	6.2	eV
spin multiplicity	1
LUMO energy	3.743	eV
net charge	-1

Last column: Mulliken charge in e.
CARTESIAN COORDINATES (ANGSTROEM)
1 C -0.117 -1.088 0.457  -0.666
2 C -2.120 0.204 -0.241  0.453
3 C 1.826 0.774 -0.467  0.066
4 N -1.371 -0.456 0.442  -0.071
5 O 2.670 1.594 -0.669  -0.509
6 O -3.137 0.740 -0.591  -0.586
7 S 1.335 -0.005 1.038  -0.151
8 H -0.267 -1.992 1.260  0.174
9 H 1.182 0.229 -1.229  0.291

*3*
ORCA calculation (ωB97M-V/def2-TZVPD) on a structure of composition C3H2NO2S.

Calculated values
orbital gap	7.9	eV
spin multiplicity	1
LUMO energy	3.676	eV
net charge	-1

Last column: Mulliken charge in e.
CARTESIAN COORDINATES (ANGSTROEM)
1 C -0.475 0.105 -1.434  -0.037
2 C 0.424 0.871 0.502  0.557
3 C 0.236 -0.633 1.035  0.037
4 N 0.328 0.975 -0.838  -0.667
5 O 1.106 -1.434 0.817  -0.551
6 O 0.594 1.781 1.248  -0.570
7 S -1.399 -1.027 -0.686  -0.451
8 H -0.196 0.172 -2.440  0.380
9 H -0.620 -0.810 1.797  0.301

The structure with the least stability is *1*.

*1*
ORCA calculation (ωB97M-V/def2-TZVPD) on a cluster of 2 separate species, C4H12N2O3S in total.

Calculated values
SMILES string	CCC(N)=S(=O)(O)O.C=N
orbital gap	8.7	eV
spin multiplicity	1
LUMO energy	0.811	eV
net charge	0

Last column: Mulliken charge in e.
CARTESIAN COORDINATES (ANGSTROEM)
1 C -2.251 0.464 0.846  -1.485
2 C -2.006 -0.641 -0.116  -0.246
3 C 1.666 1.422 1.681  -0.433
4 C -0.527 -1.017 -0.020  0.264
5 N 0.940 2.030 0.897  -0.371
6 N -0.127 -2.270 0.086  -0.321
7 O 0.038 -0.648 -2.138  -0.647
8 O 1.983 0.840 -2.278  -0.642
9 O 1.943 -0.675 -0.448  -0.545
10 S 0.754 0.204 -1.197  0.855
11 H -1.778 0.254 1.744  0.375
12 H -1.945 1.331 0.453  0.404
13 H -3.239 0.436 1.049  0.466
14 H -2.315 -0.203 -1.065  0.203
15 H -2.645 -1.682 0.069  0.276
16 H 1.159 0.617 2.189  0.260
17 H 2.769 1.559 1.578  0.329
18 H 1.184 2.685 0.202  0.230
19 H 1.643 0.990 -3.085  0.266
20 H 2.762 -0.270 -0.367  0.310
21 H 0.818 -2.512 -0.157  0.243
22 H -0.826 -2.911 0.078  0.210

*2*
ORCA calculation (ωB97M-V/def2-TZVPD) on an isolated molecule of C4H12N2O3S.

Calculated values
SMILES string	CNC[C@@H](NC)S(=O)(=O)O
orbital gap	9.3	eV
spin multiplicity	1
LUMO energy	0.469	eV
net charge	0

Last column: Mulliken charge in e.
CARTESIAN COORDINATES (ANGSTROEM)
1 C -0.580 2.112 2.510  -1.029
2 C 0.588 -0.363 -2.981  -0.784
3 C 0.425 0.747 0.700  -0.987
4 C -0.068 -0.017 -0.680  -0.325
5 N -0.824 1.182 1.403  -0.368
6 N 0.958 -0.264 -1.649  -0.373
7 O -1.406 -1.610 1.120  -0.629
8 O -1.070 -2.527 -1.076  -0.602
9 O 0.866 -2.238 0.448  -0.581
10 S -0.629 -1.677 -0.034  1.167
11 H -0.035 2.900 2.261  0.421
12 H -1.657 2.467 2.784  0.296
13 H -0.108 1.760 3.413  0.314
14 H -0.220 -1.165 -3.107  0.277
15 H 0.090 0.642 -3.276  0.239
16 H 1.348 -0.535 -3.801  0.300
17 H 0.853 0.137 1.472  0.458
18 H 0.998 1.572 0.377  0.541
19 H -0.768 0.622 -1.150  0.718
20 H -1.265 0.355 1.821  0.300
21 H 0.975 -3.182 0.718  0.358
22 H 1.529 -0.917 -1.273  0.291

The structure with the least stability is *1*.